No. 1
An isolated molecule of C3H5N3OS, computed with ωB97M-V/def2-TZVPD.

Last column: natural (NBO) charge in e.
Element x y z (Å)
1 C 0.4280 -0.0841 0.0176  0.341
2 C -2.5568 -0.5532 0.0387  0.109
3 C 1.9693 -0.2577 -0.1712  -0.682
4 N -0.2688 -1.2048 -0.1899  -0.439
5 N -1.5469 -1.3249 -0.1256  -0.318
6 N -0.0920 1.0991 0.1262  -0.276
7 O 0.8057 2.1537 0.3684  -0.590
8 S -3.8526 0.3249 0.0556  0.231
9 H 2.3456 -0.6736 -1.0811  0.233
10 H 2.1728 -0.9366 0.7648  0.220
11 H 2.2321 0.8375 0.1206  0.251
12 H -1.8497 -2.2822 -0.5813  0.437
13 H 0.2133 2.9019 0.6572  0.482

## Properties
HOMO-LUMO gap (spin up / spin down): 6.22 / 6.22 eV
Spin multiplicity: 1
Energy above the lowest of the compared OMol25 structures with the same formula, charge and spin: 152.9 kcal per mole
Calculated total energy: -20539.0309 eV
Total charge: 0
LUMO level (spin up / spin down): -1.09 / -1.09 eV


No. 2
A cluster of 2 separate species, CH6NS in total, computed with ωB97M-V/def2-TZVPD.

Last column: natural (NBO) charge in e.
Element x y z (Å)
1 S -2.0552 0.3399 0.9244  -1.128
2 H -1.9459 -0.8799 0.3780  0.089
3 C 1.7187 0.4433 -0.6569  -0.730
4 N 2.0877 -0.9703 -0.9506  -1.309
5 H 2.6261 1.0046 -0.4223  0.143
6 H 0.9827 0.5669 0.1459  0.202
7 H 1.3226 0.8848 -1.5759  0.160
8 H 1.7695 -1.5539 -0.1826  0.315
9 H 1.5503 -1.2747 -1.7650  0.258

## Properties
HOMO-LUMO gap (spin up / spin down): 2.73 / 6.96 eV
Spin multiplicity: 2
Energy above the lowest of the compared OMol25 structures with the same formula, charge and spin: 11.7 kcal per mole
Calculated total energy: -13455.7169 eV
Total charge: -2
LUMO level (spin up / spin down): 7.21 / 7.24 eV


No. 3
An isolated molecule of C3H7NO2, computed with ωB97M-V/def2-TZVPD.

Last column: natural (NBO) charge in e.
Element x y z (Å)
1 C 0.0009 -1.3940 0.3074  -0.948
2 C 1.1703 -0.5570 0.6853  -0.103
3 O 0.9117 0.7567 -0.0063  -0.532
4 C -0.3816 0.8559 -0.2292  0.956
5 O -1.3561 0.8477 0.6765  -0.732
6 N -0.6996 1.4592 -1.3653  -0.758
7 H 0.1777 -1.9775 -0.6014  0.196
8 H -1.2681 -0.1132 0.9454  0.526
9 H -0.3227 -2.0585 1.1134  0.201
10 H 1.2363 -0.3350 1.7556  0.181
11 H 2.1756 -0.8027 0.3153  0.177
12 H -1.6606 1.7031 -1.5410  0.417
13 H 0.0161 1.6153 -2.0556  0.417

## Properties
HOMO-LUMO gap: 7.86 eV
Spin multiplicity: 1
Energy above the lowest of the compared OMol25 structures with the same formula, charge and spin: 87.2 kcal per mole
Calculated total energy: -8806.7476 eV
Total charge: 0
LUMO level: 0.77 eV


No. 4
A structure of composition C53H70FN7O6PRuS2Sb, computed with ωB97M-V/def2-TZVPD.

Last column: Mulliken spin population.
Element x y z (Å)
1 Ru 0.3698 -0.1259 0.2650  0.252
2 N 8.3603 6.3742 -1.0520  0.000
3 C 7.4796 5.6466 -0.9242  0.000
4 C 6.3818 4.7369 -0.7610  0.001
5 C 5.8001 4.5647 0.4943  0.001
6 C 4.7418 3.6890 0.6491  -0.004
7 C 4.2556 2.9641 -0.4365  -0.010
8 C 4.8437 3.1403 -1.6874  -0.003
9 C 5.8956 4.0222 -1.8543  0.001
10 C 3.1178 2.0202 -0.2591  -0.018
11 C 3.4129 0.6588 -0.3539  0.036
12 C 4.7172 0.0959 -0.5471  -0.002
13 C 4.5610 -1.2653 -0.4990  0.008
14 C 3.1760 -1.4891 -0.2762  -0.009
15 N 2.4879 -0.3673 -0.1945  0.060
16 C 1.8747 2.6185 0.0216  0.016
17 C 1.6023 4.0186 -0.0138  0.002
18 C 0.2484 4.1613 0.1969  0.013
19 C -0.2604 2.8554 0.3588  -0.015
20 N 0.6904 1.9357 0.2584  -0.050
21 H 6.1834 5.1209 1.3391  0.000
22 H 4.2797 3.5539 1.6191  0.000
23 H 4.4608 2.5786 -2.5297  0.000
24 H 6.3474 4.1665 -2.8266  0.000
25 H 5.6326 0.6510 -0.6634  -0.002
26 H 5.3235 -2.0236 -0.5831  0.000
27 H 2.6888 -2.4382 -0.1304  0.002
28 H 2.3266 4.7943 -0.1944  0.000
29 H -0.3286 5.0710 0.2318  0.001
30 H -1.2778 2.5847 0.5904  0.038
31 C 1.9483 1.1025 5.3906  -0.005
32 C 1.7933 1.1637 3.8734  -0.004
33 C 1.5113 2.6149 3.4785  -0.005
34 C 3.1150 0.7311 3.2335  -0.022
35 Sb 0.2283 -0.1058 2.9272  0.268
36 C -1.6434 0.6313 3.9000  0.004
37 C -2.1776 1.6822 2.9270  0.039
38 C -2.6954 -0.4609 4.0509  0.024
39 C -1.4258 1.2578 5.2734  -0.001
40 C 0.5749 -2.1093 3.7982  0.001
41 C -0.5691 -2.9782 3.2921  0.012
42 C 1.8717 -2.6365 3.1844  -0.015
43 C 0.6348 -2.1919 5.3188  -0.003
44 H 2.8357 1.6875 5.6627  0.001
45 H 2.1035 0.0922 5.7622  -0.001
46 H 1.1004 1.5360 5.9162  0.000
47 H 2.3125 3.2520 3.8751  0.000
48 H 0.5715 2.9845 3.8890  0.000
49 H 1.4865 2.7470 2.4020  0.004
50 H 3.8795 1.4954 3.4225  -0.001
51 H 3.0268 0.5953 2.1556  0.016
52 H 3.4845 -0.2020 3.6620  -0.001
53 H -2.3896 1.2434 1.9494  0.061
54 H -1.4649 2.5007 2.7884  0.005
55 H -3.1098 2.1106 3.3117  0.001
56 H -2.8888 -0.9905 3.1185  -0.002
57 H -3.6397 0.0019 4.3579  0.001
58 H -2.4213 -1.1904 4.8150  0.001
59 H -0.7898 2.1393 5.2308  0.002
60 H -0.9905 0.5484 5.9802  0.001
61 H -2.3942 1.5753 5.6778  -0.001
62 H -0.7013 -2.8343 2.2215  0.001
63 H -1.5091 -2.7593 3.7942  0.001
64 H -0.3355 -4.0361 3.4628  0.000
65 H 1.8771 -2.5108 2.0986  0.004
66 H 1.9719 -3.7066 3.4044  0.000
67 H 2.7511 -2.1324 3.5861  -0.001
68 H -0.2327 -1.7276 5.7923  0.000
69 H 1.5345 -1.7289 5.7195  -0.001
70 H 0.6525 -3.2467 5.6199  0.001
71 F -6.0137 -3.3403 -1.0970  0.000
72 C -4.7005 -3.1084 -0.9526  0.001
73 C -4.2492 -2.5309 0.2207  0.009
74 C -2.8921 -2.3053 0.3601  -0.014
75 C -2.0136 -2.6515 -0.6588  -0.010
76 C -2.4932 -3.1983 -1.8406  0.008
77 C -3.8522 -3.4382 -1.9909  0.001
78 H -4.9587 -2.2458 0.9851  0.000
79 H -2.4975 -1.8142 1.2373  0.064
80 H -1.8007 -3.4250 -2.6420  0.000
81 H -4.2610 -3.8597 -2.8993  0.000
82 O 2.5401 -8.5909 -0.0377  0.000
83 C 1.5202 -8.0668 0.6855  -0.001
84 O 0.9972 -8.7350 1.5322  0.000
85 C 1.1124 -6.6687 0.3692  -0.002
86 C 1.8795 -5.7876 -0.3858  0.002
87 C 1.4334 -4.5003 -0.6355  0.001
88 C 0.2279 -4.0492 -0.1078  0.011
89 S -0.2672 -2.3618 -0.5019  0.050
90 C -0.5592 -4.9410 0.6188  -0.002
91 C -0.1151 -6.2269 0.8580  0.000
92 H 2.8011 -7.9871 -0.7399  0.000
93 H 2.8447 -6.0734 -0.7904  0.000
94 H 2.0262 -3.8500 -1.2633  0.000
95 H -1.5280 -4.6372 0.9879  0.001
96 H -0.7154 -6.9188 1.4338  0.000
97 N -2.8753 0.4987 -0.5205  0.126
98 C -4.0547 1.2396 -0.7462  0.040
99 C -5.1054 0.6835 -1.4716  0.001
100 C -6.2767 1.3980 -1.6826  0.001
101 C -6.4187 2.6756 -1.1645  0.000
102 C -5.3853 3.2291 -0.4256  0.001
103 C -4.2134 2.5154 -0.2111  -0.001
104 S -7.9481 3.5893 -1.4255  0.000
105 O -8.3900 3.1678 -2.7478  0.000
106 O -7.5504 4.9870 -1.3383  0.000
107 O -8.8066 3.1412 -0.3365  0.000
108 H -2.7286 -0.2274 -1.2058  0.039
109 H -2.0381 1.0598 -0.4831  -0.094
110 H -4.9920 -0.3150 -1.8872  -0.001
111 H -7.0865 0.9796 -2.2657  0.000
112 H -5.5063 4.2299 -0.0331  0.000
113 H -3.4204 2.9604 0.3822  0.005
114 C 1.9852 -1.3283 -3.5589  0.003
115 N 1.3755 -0.1035 -4.0414  0.001
116 C 2.0816 0.5534 -5.1192  -0.001
117 P -0.1282 0.3375 -3.5094  0.015
118 O -0.2926 0.0038 -2.0727  0.039
119 N -0.3062 1.9379 -3.8583  0.000
120 C 0.4265 2.9083 -3.0659  -0.006
121 C -0.9722 2.4765 -5.0255  0.000
122 N -1.2558 -0.4558 -4.4257  0.001
123 C -0.9835 -1.1139 -5.6851  0.000
124 C -2.6688 -0.2624 -4.1290  0.002
125 H 3.0016 -1.1295 -3.2073  0.000
126 H 2.0309 -2.0920 -4.3465  0.000
127 H 1.4000 -1.7116 -2.7248  0.000
128 H 3.1192 0.7362 -4.8238  0.000
129 H 1.6168 1.5084 -5.3522  0.000
130 H 2.0975 -0.0537 -6.0335  0.000
131 H 0.8856 2.4108 -2.2161  0.006
132 H -0.2429 3.6815 -2.6848  0.000
133 H 1.2145 3.3911 -3.6581  0.000
134 H -1.4728 1.6885 -5.5821  0.000
135 H -0.2581 2.9732 -5.6947  0.000
136 H -1.7206 3.2149 -4.7260  0.000
137 H 0.0834 -1.2906 -5.7984  0.000
138 H -1.3342 -0.5232 -6.5412  0.000
139 H -1.4974 -2.0791 -5.7147  0.000
140 H -2.7896 0.2983 -3.2046  -0.003
141 H -3.1717 -1.2276 -4.0165  0.000
142 H -3.1730 0.2919 -4.9279  0.000

## Properties
HOMO-LUMO gap (spin up / spin down): 5.44 / 5.87 eV
Spin multiplicity: 2
Energy above the lowest of the compared OMol25 structures with the same formula, charge and spin: 0.0 kcal per mole
Calculated total energy: -121613.0157 eV
Total charge: -1
LUMO level (spin up / spin down): 0.68 / 0.67 eV


No. 5
An isolated molecule of C12H21BN2O4, computed with ωB97M-V/def2-TZVPD.

Last column: natural (NBO) charge in e.
Element x y z (Å)
1 O 0.8253 0.4407 2.3497  -0.646
2 C -0.2440 0.9031 2.0034  0.680
3 N -0.4389 1.2620 0.7030  -0.608
4 C 0.6308 0.8965 -0.2073  -0.323
5 C 0.1015 0.6209 -1.5403  0.672
6 O -1.0200 1.0257 -1.8517  -0.649
7 N 0.8856 -0.0808 -2.4748  -0.429
8 C 2.2641 -0.6969 -2.0776  -0.224
9 C 2.9584 -1.0968 -3.4140  -0.407
10 C 2.1343 -0.4199 -4.5410  -0.407
11 C 0.7268 -0.1756 -3.9699  -0.365
12 B -0.4133 -1.3523 -4.2945  1.124
13 O -0.9541 -1.4706 -5.5655  -0.881
14 O -0.7789 -2.3406 -3.3592  -0.918
15 C -1.3894 0.9522 2.9482  -0.313
16 C -1.1351 1.9365 4.1174  -0.395
17 C -1.5913 1.2742 5.4374  -0.399
18 C -1.5334 -0.2358 5.1488  -0.399
19 C -1.7185 -0.4352 3.6200  -0.398
20 H -1.4335 1.1800 0.3421  0.427
21 H 1.3312 1.7088 -0.2834  0.226
22 H 1.0501 0.0007 0.1994  0.241
23 H 2.8697 0.0759 -1.5989  0.204
24 H 2.0148 -1.5447 -1.4908  0.211
25 H 2.9723 -2.1743 -3.6173  0.213
26 H 4.0766 -0.7100 -3.4483  0.217
27 H 2.6800 0.4026 -4.9829  0.222
28 H 2.0111 -1.2303 -5.2800  0.218
29 H 0.1064 0.6911 -4.2899  0.253
30 H -1.6767 -2.1125 -5.3879  0.477
31 H -1.2063 -3.1816 -3.6936  0.490
32 H -2.2508 1.3830 2.3801  0.207
33 H -1.6363 2.9079 3.9573  0.213
34 H -0.0854 2.0987 4.1577  0.218
35 H -0.9808 1.4954 6.3602  0.216
36 H -2.6642 1.5078 5.6792  0.193
37 H -0.5278 -0.5363 5.3724  0.198
38 H -2.1967 -0.8694 5.7268  0.206
39 H -1.0289 -1.2424 3.3237  0.225
40 H -2.7346 -0.8579 3.5418  0.211

## Properties
HOMO-LUMO gap: 9.02 eV
Spin multiplicity: 1
Calculated total energy: -24633.5800 eV
Total charge: 0
LUMO level: 0.16 eV